Record 1
21
Properties=species:S:1:pos:R:3:forces:R:3 method="wB97M-V/def2-TZVPD" gap_ha=0.3443 charge=0 e_homo_ev=-8.841 smiles=CCSC.O.O.O
C -1.4631 2.4453 1.6450 0.517 -0.702 0.838
C -0.5362 1.2135 1.6605 -1.323 -0.885 -0.179
S 0.4260 0.8845 0.1634 -0.558 -0.065 -0.120
C 0.5128 -0.9413 0.2423 0.636 0.629 -0.043
H -2.3378 2.1583 2.2298 -0.096 0.067 -0.002
H -1.0393 3.2903 2.1843 0.080 0.363 -0.691
H -1.8091 2.5979 0.6285 0.150 0.606 -0.047
H 0.0648 1.0440 2.5468 0.145 0.501 0.171
H -1.2764 0.4074 1.6503 0.360 -0.275 0.039
H 0.4795 -1.3411 -0.7640 0.042 0.034 -0.172
H -0.2791 -1.4048 0.8186 -0.165 0.247 0.131
H 1.4893 -1.1128 0.6771 0.030 -0.620 0.123
H -2.2793 0.1725 -0.7374 -0.124 0.161 -0.195
H -3.6423 -0.6039 -0.6598 -0.011 0.273 -0.188
O -2.7275 -0.5955 -0.3749 0.239 -0.410 0.407
H 3.3889 -4.4157 -1.6323 0.241 0.008 -0.254
H 2.0898 -5.0934 -1.3777 0.091 -0.200 -0.449
O 2.7834 -5.0343 -2.0552 -0.334 0.197 0.705
H 1.6208 1.9133 -1.6103 -0.075 -0.095 -0.489
H 2.2166 2.1136 -3.0839 -0.454 -0.267 0.079
O 2.3182 2.3020 -2.1509 0.610 0.434 0.336

Record 2
12
Properties=species:S:1:pos:R:3:forces:R:3 method="wB97M-V/def2-TZVPD" gap_ha=0.3209 charge=0 e_homo_ev=-8.342 smiles="C=NP(N)(N)=S"
C -1.0110 0.4502 1.8632 -0.376 -0.047 0.134
N -0.0171 0.1883 1.1450 0.218 -0.090 -0.264
N 0.8298 1.0341 -1.2107 -0.388 0.031 0.085
N 1.0854 -1.4324 -0.4574 -0.427 0.034 -0.088
P -0.0399 -0.1971 -0.5073 -1.697 0.227 -2.321
S -1.7794 -0.3656 -1.7459 2.522 0.044 2.416
H -0.8257 0.7572 2.8890 -0.063 0.028 0.127
H -2.0491 0.3823 1.5366 -0.091 -0.002 -0.185
H 1.4827 1.5333 -0.6241 0.111 -0.027 -0.006
H 0.2268 1.6303 -1.7625 0.146 0.043 0.020
H 0.8968 -2.1304 0.2479 0.025 -0.135 0.011
H 1.2005 -1.8501 -1.3737 0.020 -0.104 0.072

Record 3
15
Properties=species:S:1:pos:R:3:forces:R:3 method="wB97M-V/def2-TZVPD" gap_ha=0.2504 charge=-1 e_homo_ev=-2.482 smiles=NCCNC[O-]
C 0.2973 0.5653 -0.6056 -0.472 -0.635 0.173
N -0.6751 -0.5490 -0.4937 0.559 0.336 -0.070
C -2.0124 -0.0491 0.0112 -0.209 1.194 -0.540
O -2.5090 1.0283 -0.6059 0.327 -0.098 0.115
C 1.5654 0.3552 0.2602 -0.070 -0.086 0.344
N 1.7363 -1.0432 0.7004 -0.660 -0.089 0.448
H -0.2391 1.4538 -0.2686 0.123 0.219 -0.298
H 0.5662 0.6886 -1.6574 0.083 0.185 0.099
H -0.8066 -0.8768 -1.4370 -0.324 -0.174 -0.173
H -1.7884 0.1337 1.0955 -0.200 -0.272 0.097
H -2.6992 -0.8940 -0.1219 0.037 -0.749 0.440
H 1.5021 1.0444 1.1121 0.025 -0.151 0.078
H 2.4598 0.6451 -0.2819 0.151 0.185 -0.300
H 0.7946 -1.4498 0.5794 0.250 0.055 -0.422
H 1.8080 -1.0526 1.7131 0.378 0.080 0.010

Record 4
79
Properties=species:S:1:pos:R:3:forces:R:3 method="wB97M-V/def2-TZVPD" gap_ha="0.2937 / 0.1775" charge=+2 multiplicity=6 e_homo_ev="-13.710 / -14.295"
Co 0.6583 -1.4914 0.0946 -0.257 1.133 -0.337
C 3.5671 4.9017 1.1249 -0.035 -0.037 -0.057
C 2.7160 4.5705 -0.1121 0.038 0.131 -0.019
C 1.5696 5.5799 -0.2036 0.062 -0.062 0.009
C 3.5812 4.6815 -1.3802 -0.039 -0.003 0.070
C 2.2195 3.1415 -0.0100 -0.094 -0.086 -0.009
C 3.1091 2.0880 0.1896 0.012 -0.107 0.020
C 2.6475 0.7878 0.2302 0.190 0.220 0.031
N 1.3554 0.4784 0.0958 0.063 -0.355 0.110
C 0.4732 1.4733 -0.0698 0.259 0.139 0.030
C 0.8735 2.7964 -0.1369 -0.054 -0.016 0.011
C -0.9349 1.0553 -0.2273 -0.258 -0.079 -0.037
C -1.9891 1.9495 -0.1581 0.085 0.030 -0.002
C -3.3018 1.5379 -0.3799 -0.005 -0.115 -0.046
C -3.4677 0.2010 -0.7344 0.025 -0.009 -0.003
C -2.3750 -0.6418 -0.7552 -0.095 0.094 -0.010
N -1.1299 -0.2572 -0.4672 0.181 -0.168 0.110
C -4.4569 2.5180 -0.2843 -0.001 0.091 -0.037
C -4.3918 3.4309 -1.5219 -0.039 -0.023 0.056
C -4.3141 3.3601 0.9935 -0.008 -0.075 -0.040
C -5.8095 1.8016 -0.2539 0.128 0.008 -0.011
H 3.8594 5.9509 1.0874 0.027 -0.008 0.011
H 4.4784 4.3052 1.1625 0.003 0.002 0.024
H 3.0057 4.7371 2.0461 0.003 0.022 0.008
H 1.9852 6.5846 -0.2686 0.001 0.002 0.008
H 0.9329 5.5448 0.6832 -0.041 0.004 -0.030
H 0.9615 5.4268 -1.0974 -0.030 0.001 0.020
H 3.9506 5.7028 -1.4754 0.023 -0.012 -0.010
H 3.0012 4.4437 -2.2733 0.010 0.002 -0.008
H 4.4399 4.0110 -1.3367 0.013 0.010 -0.026
H 4.1700 2.2593 0.3043 -0.005 0.020 -0.024
H 3.3398 -0.0291 0.3708 -0.030 -0.080 0.001
H 0.1345 3.5629 -0.3112 0.036 0.007 0.014
H -1.7885 2.9831 0.0816 0.001 -0.016 0.012
H -4.4377 -0.1986 -0.9902 -0.001 -0.003 0.042
H -2.5212 -1.6738 -1.0364 0.051 -0.120 0.042
H -3.4491 3.9785 -1.5638 -0.002 0.010 -0.013
H -5.2047 4.1565 -1.4820 0.010 0.009 -0.003
H -4.4976 2.8518 -2.4406 0.007 0.017 -0.011
H -3.4581 4.0336 0.9518 0.006 0.002 0.015
H -4.2122 2.7208 1.8725 -0.022 0.033 0.024
H -5.2055 3.9730 1.1223 0.016 0.026 -0.002
H -6.0121 1.2750 -1.1875 -0.024 -0.015 0.012
H -6.6009 2.5372 -0.1191 -0.012 -0.005 -0.002
H -5.8617 1.0940 0.5762 -0.053 -0.008 -0.012
N 2.0578 -2.2918 3.8976 -0.018 0.067 0.178
C 1.7691 -2.7111 2.6784 0.170 0.014 -0.083
O 1.0020 -2.0205 1.9646 -0.101 -0.124 0.270
C 2.4274 -3.9976 2.2277 -0.111 0.060 -0.095
C 1.7311 -4.7038 1.1265 -0.219 -0.231 -0.019
H 1.6976 -1.4107 4.2307 -0.028 0.013 -0.066
H 2.6724 -2.8066 4.5065 0.009 -0.069 -0.045
H 2.5025 -4.6496 3.1066 0.086 0.024 0.012
H 3.4466 -3.7459 1.9226 -0.011 0.064 0.058
H 0.7567 -5.1385 1.3063 -0.044 0.021 0.051
H 2.2872 -5.0018 0.2502 -0.213 -0.002 0.162
F 2.4399 -2.1887 -0.6334 0.612 -0.267 -0.387
Sb 4.4252 -2.6374 -1.2320 -0.874 0.944 1.044
F 3.4961 -3.3342 -2.7332 1.169 -0.038 -0.072
F 4.0545 -4.2544 -0.3375 0.561 0.189 -0.447
F 6.1600 -2.9780 -1.7486 -0.076 -0.090 -0.063
F 4.7921 -1.8613 0.4548 0.090 -0.178 -0.370
F 4.2487 -0.9204 -1.9904 0.222 -0.447 0.073
N 1.1737 -3.3611 -2.6894 -0.982 -0.102 0.300
C 0.1482 -3.7435 -1.9824 0.238 -0.433 -1.122
N -0.2319 -3.1463 -0.8478 -0.530 -0.123 0.923
C -1.2938 -3.7723 -0.3012 0.525 0.043 -0.504
C -1.9006 -3.4405 0.9306 -0.248 0.055 0.263
C -3.0030 -4.1442 1.3235 0.278 0.261 0.045
C -3.5236 -5.1904 0.5214 -0.026 -0.144 -0.099
C -2.9236 -5.5648 -0.6712 0.059 -0.088 -0.128
C -1.8069 -4.8635 -1.0808 -0.089 -0.155 -0.082
S -0.8493 -5.1000 -2.5024 -0.030 0.164 0.295
H 1.8280 -2.6698 -2.3145 -0.388 -0.114 -0.070
H 1.5028 -3.9029 -3.4792 -0.086 0.112 -0.014
H -1.4929 -2.6391 1.5321 -0.004 -0.005 0.028
H -3.4845 -3.9013 2.2606 -0.042 -0.032 -0.013
H -4.4091 -5.7167 0.8532 0.017 -0.012 0.012
H -3.3098 -6.3851 -1.2606 -0.062 0.013 0.034

Record 5
27
Properties=species:S:1:pos:R:3:forces:R:3 method="wB97M-V/def2-TZVPD" gap_ha=0.3110 charge=0 e_homo_ev=-7.885
C 2.0950 2.6313 0.8768 -1.688 0.634 -0.879
C 0.5104 3.3493 -0.7926 -2.359 -0.593 -2.317
C 2.9880 3.5140 0.2755 -2.395 -1.282 -0.528
C 1.5246 4.0284 -1.4316 1.432 1.247 0.548
C 0.7286 2.5647 0.2834 2.619 -0.661 2.290
C -2.6075 -3.4552 0.8966 1.311 0.298 -1.441
C -0.7368 -4.1349 -1.5811 0.992 -0.382 0.900
C -0.2272 1.5147 0.8052 0.760 -0.670 1.980
C 0.3492 0.1341 0.4082 -0.727 0.518 -0.162
C -0.2774 -1.0293 0.5595 0.154 -0.698 -0.678
N 2.7192 4.1597 -0.8521 -0.036 0.441 -1.217
S -2.1583 -3.4458 -1.0608 -1.103 0.446 0.091
H 2.4761 2.0871 1.7570 -0.785 0.032 -0.516
H -0.4786 3.2353 -1.3166 0.981 0.333 0.594
H 3.9673 3.5812 0.6052 1.756 0.329 0.878
H 1.4336 4.5570 -2.4005 -0.302 -0.465 0.706
H -3.2825 -4.1915 1.2194 -1.019 -1.200 -0.037
H -1.6019 -3.8208 0.9916 0.464 0.103 1.495
H 0.1315 -3.4612 -1.5315 -0.712 0.158 -0.285
H -0.4115 -5.1127 -1.1954 -0.608 0.151 -0.204
H -0.1617 1.6439 1.9659 -0.225 -0.603 -1.877
H -1.3099 1.5066 0.5761 0.635 0.705 -0.312
H 1.2690 0.1351 -0.1909 0.125 0.078 0.952
H -2.8508 -2.5260 1.4176 0.385 0.078 -0.580
H 0.3590 -1.9307 0.3414 -1.247 0.738 0.030
H -1.3828 -1.1297 0.7197 1.422 0.095 0.520
H -3.0644 -4.4047 -1.3459 0.170 0.169 0.047

Record 6
10
Properties=species:S:1:pos:R:3:forces:R:3 method="wB97M-V/def2-TZVPD" gap_ha=0.4474 charge=0 e_homo_ev=-12.086 smiles=CC(C#N)C#N
C 0.8372 0.5509 0.2990 0.361 -0.377 0.186
C -0.5345 -0.1320 0.0648 0.010 -0.159 0.093
C -1.4583 0.4798 -0.8980 -0.456 0.179 -0.786
N -2.2212 1.0308 -1.5710 0.899 -0.619 0.699
C -0.0258 -1.5144 -0.0255 0.801 -0.571 0.752
N 0.8159 -2.1467 0.4648 -1.229 -0.847 -1.131
H 1.2292 -0.1764 1.1070 -0.267 2.785 -0.137
H 0.7282 1.6550 0.2474 0.356 -0.675 1.183
H 1.5815 0.2987 -0.4508 -0.422 0.005 -0.726
H -1.0663 -0.1522 1.0236 -0.053 0.279 -0.133

Taking the records one at a time from the top gives relative energy (zero: lowest compared OMol25 entry of this formula, charge and spin) values of 22.3; 0.0; 23.5; 13.0; 115.3; 48.0 kcal per mole.